Entry 1:
{"formula": "C19H18ClN3O3", "method": "ωB97M-V/def2-TZVPD", "e_lumo_ev": -0.37, "e_homo_ev": -8.35, "smiles": "O=C(/C=C/c1ccc(Cl)cc1)N1CCN(c2ccccc2[N+](=O)[O-])CC1", "spin_multiplicity": 1, "species": ["C", "H", "H", "H", "O", "C", "O", "H", "C", "C", "C", "C", "C", "C", "H", "O", "H", "C", "H", "C", "H", "C", "H", "C", "H", "H", "H", "C", "H", "N", "C", "H", "C", "H", "C", "H", "C", "Cl", "N", "C", "N", "H", "C", "H"], "positions_angstrom": [[0.051136, -2.571360, 0.693002], [1.421184, 3.281026, -1.187384], [2.230202, -1.804020, 3.061186], [2.581929, -1.964817, 1.346393], [2.521142, -4.508371, -1.019197], [-1.037188, -2.913993, -1.897909], [-1.877019, 0.922248, 1.887378], [1.630468, 0.096620, 0.764126], [-1.756685, -2.258951, -0.903633], [-0.692762, 0.935689, 1.588489], [1.835920, -1.623329, 2.059375], [0.849216, 4.407766, -2.892433], [0.196271, -3.433475, -1.589577], [-0.194062, 4.783669, -3.726548], [1.846031, 4.774968, -3.080454], [2.330046, -4.159000, 1.087031], [-2.718865, 3.115113, -2.253546], [0.740015, -3.294906, -0.309186], [-1.220674, -0.212847, 3.696323], [0.601184, 3.566417, -1.827428], [-2.026124, 1.869443, -0.404605], [-1.480891, 4.318657, -3.499743], [-1.445664, -3.026299, -2.889132], [-0.998777, 2.208799, -0.461539], [-2.731866, -1.851049, -1.122201], [-2.285015, 4.616655, -4.154071], [-1.799162, -1.539784, 1.081157], [-0.685927, 3.084721, -1.573206], [0.460832, -0.376719, 4.256006], [1.945834, -4.020805, -0.061581], [-1.716800, 3.475660, -2.432976], [-1.260706, -2.430747, 2.884569], [-1.228523, -2.097073, 0.356223], [2.298792, 0.483184, 2.370656], [-0.250231, -2.077668, 3.080732], [0.769143, -3.983245, -2.320853], [1.555252, -0.118404, 1.831413], [0.114060, 5.837674, -5.058003], [0.597461, -2.358419, 1.941302], [-0.169608, 1.782855, 0.498120], [0.217659, 0.197309, 2.283256], [0.862996, 2.089528, 0.546576], [-0.226365, -0.570212, 3.426444], [0.146141, -2.652508, 3.925446]], "atomic_forces_ev_per_a": [[0.1, -0.3, -0.3], [0.1, 0.0, 0.1], [0.1, 0.0, 0.0], [0.0, 0.0, 0.1], [0.1, -0.1, -0.1], [0.0, 0.0, 0.1], [-0.3, 0.0, -0.1], [0.0, 0.0, 0.1], [0.1, -0.1, -0.1], [0.0, -0.1, 0.2], [0.1, 0.2, -0.2], [0.0, 0.1, -0.1], [0.2, 0.0, 0.0], [-0.1, -0.2, 0.2], [0.1, 0.0, 0.0], [0.1, -0.2, -0.1], [-0.1, 0.0, 0.0], [-1.2, 0.7, -0.3], [0.2, -0.1, 0.1], [-0.2, 0.0, 0.0], [-0.1, 0.0, 0.1], [0.1, 0.1, -0.2], [0.0, 0.0, -0.1], [0.1, -0.4, 0.6], [-0.1, 0.0, 0.0], [0.0, 0.0, -0.1], [0.0, 0.1, 0.1], [0.1, 0.4, -0.5], [0.0, 0.0, 0.0], [0.8, -0.5, 0.3], [0.2, -0.1, 0.2], [0.1, 0.0, 0.0], [0.1, 0.0, 0.0], [0.0, 0.0, -0.1], [-0.1, 0.1, 0.1], [0.0, 0.0, 0.0], [0.3, 0.0, -0.1], [0.0, 0.1, -0.1], [-0.1, -0.1, 0.3], [-0.2, 0.3, -0.4], [-0.1, 0.0, 0.1], [0.1, 0.0, -0.1], [-0.2, 0.0, 0.1], [-0.1, 0.0, 0.0]]}

=====

Entry 2:
{"formula": "C26H31ClGeN6O8SW", "method": "ωB97M-V/def2-TZVPD", "e_lumo_ev": [0.02, -0.41], "e_homo_ev": [-5.74, -6.81], "s_squared": 2.102, "spin_multiplicity": 3, "species": ["H", "W", "S", "C", "H", "H", "H", "C", "O", "C", "H", "N", "H", "H", "C", "H", "O", "C", "C", "O", "C", "N", "H", "C", "C", "O", "C", "C", "C", "C", "C", "H", "N", "C", "H", "Cl", "C", "C", "C", "C", "H", "H", "H", "H", "H", "Ge", "C", "N", "O", "N", "H", "H", "C", "C", "H", "O", "C", "H", "O", "O", "H", "H", "H", "C", "H", "H", "H", "N", "H", "H", "H", "H", "C", "H", "C"], "positions_angstrom": [[0.910544, -0.897637, -5.780891], [-0.711862, -0.844636, -0.098843], [2.046210, -3.291937, 0.608751], [-3.319028, 2.562594, -0.854906], [-2.010833, 0.063475, 2.960025], [-4.756033, 4.215133, -2.676358], [-0.605505, -3.566874, -3.327490], [-2.754927, 0.308495, -2.323068], [-3.461064, -2.538555, -0.628800], [0.773746, 0.159487, -2.544487], [-1.073352, -0.502482, 5.265739], [0.940253, -2.137383, 0.894362], [0.433966, 1.190718, -2.462977], [1.020096, -1.853760, 5.335431], [-0.628430, 4.210591, 3.495894], [-1.299602, 5.007237, 3.158577], [0.651148, 4.729937, 3.829532], [-3.722691, 1.183471, -2.751647], [0.760869, 1.387353, 1.414353], [-0.548127, -2.602049, -1.491641], [0.708484, 2.405907, 2.305273], [7.181627, -0.357119, 0.848811], [1.033808, -0.187372, -1.523446], [-0.608668, -0.851283, 4.356621], [5.973258, -1.029337, 0.797063], [2.044662, -4.300535, 1.619555], [4.009297, -1.701781, -0.430924], [-5.163883, 3.242108, -2.398604], [-1.485280, 2.949268, 1.517183], [-1.128535, -0.541852, 3.115077], [-1.342939, 1.942800, 0.538754], [-1.085700, 3.736013, 4.373583], [1.163839, -2.082227, 3.302361], [3.592552, -2.459290, 0.655482], [5.525011, -0.411975, -1.215641], [-2.660673, -2.166920, 0.522454], [-0.055852, -2.748878, -2.863315], [-0.478132, 3.194446, 2.402127], [5.541630, -1.800594, 1.880307], [0.552579, -1.614916, 4.386324], [4.012697, -3.100814, 2.649368], [0.006141, -3.227711, -0.970147], [6.145122, -1.847343, 2.778926], [1.547108, 2.601456, 2.956717], [0.554874, 5.322904, 4.579421], [-0.438658, -0.975114, -3.610419], [4.357011, -2.508485, 1.812076], [-0.252460, 1.090586, 0.533342], [-6.080279, 3.504844, -1.347660], [-0.526736, -1.012456, 2.028195], [7.551130, -0.170903, 1.765615], [-4.238573, 0.983472, -3.681655], [-2.357288, -0.871694, -3.129292], [-2.294478, 1.675498, -0.476792], [-0.331786, 0.357912, -5.763726], [-3.391084, -1.201227, 1.338006], [5.190770, -0.991636, -0.363355], [1.001480, -3.001760, -2.823539], [-2.331782, -3.338990, 1.302340], [1.799329, -3.676357, -0.769069], [-2.404811, 3.518778, 1.557789], [1.746801, 0.147561, -3.046996], [-3.497163, 3.459364, -0.278232], [-4.052678, 2.312670, -1.980674], [7.302459, 0.404514, 0.203263], [1.620985, 0.729460, 1.362867], [-2.949970, -0.926160, -4.042930], [-2.091099, 0.497220, -1.151675], [-6.400992, 2.662800, -1.006883], [-2.569288, -1.770633, -2.544307], [-0.775309, -1.315414, -6.116370], [3.412205, -1.686772, -1.334337], [-0.123997, -0.683038, -5.513753], [-5.671792, 2.835073, -3.279002], [0.569648, -1.797271, 2.152313]], "atomic_forces_ev_per_a": [[0.0, 0.0, 0.0], [0.1, 0.4, 0.4], [0.1, 0.2, 0.0], [0.1, -0.1, 0.1], [0.0, 0.0, 0.0], [0.0, 0.0, 0.0], [0.0, 0.0, 0.0], [0.0, -0.1, 0.0], [-0.1, -0.1, -0.1], [0.3, 0.1, 0.0], [0.0, 0.0, 0.0], [-0.1, -0.1, 0.0], [0.0, 0.0, 0.0], [0.0, 0.0, 0.0], [0.0, 0.0, 0.0], [0.0, 0.0, 0.0], [0.0, 0.0, 0.0], [0.0, 0.1, 0.0], [0.1, 0.1, 0.0], [0.4, -0.3, 0.0], [-0.1, 0.0, 0.0], [0.0, 0.0, 0.0], [-0.1, 0.0, -0.3], [0.0, 0.0, 0.0], [0.0, 0.0, 0.0], [0.0, 0.0, 0.0], [0.0, 0.0, 0.0], [0.0, 0.0, 0.0], [0.3, 0.0, -0.1], [0.1, 0.0, 0.1], [-0.2, 0.0, 0.0], [0.0, 0.0, 0.0], [0.0, 0.0, 0.0], [-0.1, 0.0, 0.0], [0.0, 0.0, 0.0], [0.0, 0.0, -0.2], [-0.1, 0.1, -0.1], [0.1, 0.0, 0.1], [0.0, 0.0, 0.0], [0.0, 0.0, 0.0], [0.0, 0.0, 0.0], [0.0, 0.1, -0.1], [0.0, 0.0, 0.0], [0.0, 0.0, 0.0], [0.0, 0.0, 0.0], [-0.1, -0.1, 0.1], [0.0, 0.0, 0.0], [0.1, -0.1, 0.2], [0.0, 0.0, 0.0], [-0.4, -0.1, -0.1], [0.0, 0.0, 0.0], [0.0, 0.0, 0.0], [0.0, 0.0, 0.0], [-0.1, -0.1, -0.1], [0.0, 0.0, 0.0], [-0.1, 0.1, 0.1], [0.0, 0.0, 0.0], [0.0, 0.0, 0.0], [0.0, -0.2, 0.1], [0.0, 0.0, 0.0], [0.0, 0.0, 0.0], [-0.1, 0.1, -0.1], [0.0, 0.0, 0.0], [0.0, 0.0, -0.1], [0.0, 0.0, 0.0], [0.0, 0.0, 0.0], [0.0, 0.0, 0.0], [0.3, 0.0, 0.2], [0.0, 0.0, 0.0], [0.0, 0.0, 0.0], [0.0, 0.0, 0.0], [0.0, 0.0, 0.0], [0.0, 0.0, 0.1], [0.0, 0.0, 0.0], [-0.1, 0.2, -0.1]]}